{"formula": "C17H16Cl3FO4", "method": "wB97M-V/def2-TZVPD", "species": ["O", "C", "C", "C", "C", "C", "F", "C", "O", "C", "C", "C", "C", "C", "Cl", "C", "Cl", "C", "C", "Cl", "C", "H", "H", "H", "H", "H", "H", "H", "H", "H", "H", "H", "H", "O", "C", "C", "O", "H", "H", "H", "H"], "xyz": [[-1.566, 4.864, -1.866], [-1.490, 3.631, -1.718], [-2.584, 2.927, -1.141], [-2.545, 1.618, -0.784], [-3.759, 0.979, -0.173], [-3.532, 0.213, 1.124], [-3.845, -1.135, 0.955], [-1.366, 0.826, -0.992], [-1.364, -0.357, -0.589], [-0.257, 1.446, -1.716], [0.889, 0.665, -2.081], [1.096, -0.778, -1.671], [2.067, -0.892, -0.478], [1.462, -0.617, 0.881], [2.839, -0.267, 2.028], [1.875, 1.275, -2.851], [3.315, 0.433, -3.368], [1.790, 2.602, -3.255], [0.708, 3.371, -2.888], [0.715, 4.993, -3.512], [-0.337, 2.824, -2.111], [-3.477, 3.509, -0.976], [-4.457, 1.791, 0.029], [-4.254, 0.332, -0.892], [-2.496, 0.264, 1.428], [-4.182, 0.563, 1.923], [0.164, -1.291, -1.503], [1.589, -1.272, -2.503], [2.538, -1.870, -0.484], [2.870, -0.179, -0.648], [0.978, -1.502, 1.260], [0.828, 0.253, 0.905], [2.570, 3.027, -3.866], [0.748, -3.278, 2.590], [0.848, -3.848, 3.751], [2.471, -4.214, 4.135], [2.554, -4.807, 5.288], [0.341, -4.833, 3.864], [0.518, -3.250, 4.629], [2.952, -3.217, 4.039], [2.788, -4.799, 3.241]], "forces_ev_per_a": [[0.12, 0.48, -0.14], [-0.13, 0.20, -0.05], [-0.14, -0.30, 0.09], [-0.08, 0.17, 0.00], [-0.01, 0.44, 0.19], [0.08, -0.28, -0.24], [-0.15, -0.17, 0.04], [-0.13, -0.02, -0.04], [-0.01, -0.48, 0.18], [0.73, -0.03, -0.35], [-0.02, -0.03, -0.04], [0.41, 0.01, -0.19], [-0.09, 0.40, -0.34], [0.68, -0.31, -0.13], [-0.23, -0.02, 0.03], [-0.67, 0.03, 0.48], [0.09, -0.17, -0.04], [-0.15, 0.42, -0.07], [0.14, -0.75, 0.13], [0.03, 0.13, -0.06], [0.14, 0.17, -0.08], [-0.15, 0.20, 0.10], [-0.19, 0.07, -0.02], [0.02, -0.36, -0.05], [0.17, 0.01, 0.12], [-0.10, 0.16, 0.11], [-0.12, 0.04, 0.21], [0.12, -0.09, -0.20], [-0.04, -0.26, 0.13], [0.15, 0.11, -0.02], [-0.29, -0.06, 0.39], [-0.23, 0.21, -0.04], [0.06, 0.06, -0.05], [0.17, -0.23, 0.36], [-1.91, 0.53, -0.64], [1.59, -0.50, 0.67], [-0.07, 0.21, -0.43], [0.45, -0.18, -0.20], [0.48, 0.20, -0.02], [-0.36, 0.11, 0.17], [-0.38, -0.13, 0.05]], "energy_ev": -66359.6500, "homo_ev": 0.88, "orbital_gap_ev": 1.756, "charge": -2}

***

{"formula": "C20H28CrN2Si", "method": "wB97M-V/def2-TZVPD", "species": ["C", "C", "C", "H", "C", "C", "H", "H", "H", "H", "Cr", "C", "H", "H", "H", "Si", "C", "C", "H", "C", "H", "C", "H", "C", "H", "C", "H", "C", "C", "H", "C", "H", "C", "H", "C", "H", "C", "H", "H", "H", "N", "C", "C", "N", "H", "H", "H", "H", "H", "H", "H", "H"], "xyz": [[0.957, 2.099, 1.805], [-0.094, 2.330, 0.850], [-1.351, 2.181, 1.526], [0.037, 2.694, -0.169], [-1.079, 1.870, 2.905], [0.346, 1.833, 3.079], [0.865, 1.726, 4.032], [2.024, 2.243, 1.611], [-2.330, 2.391, 1.101], [-1.830, 1.792, 3.695], [-0.290, 0.261, 1.571], [-1.301, -2.242, -2.387], [-2.306, -1.820, -2.258], [-1.415, -3.306, -2.654], [-0.792, -1.782, -3.243], [-0.273, -0.843, -0.962], [1.537, -0.821, -1.340], [2.213, 0.408, -1.365], [1.720, 1.307, -0.986], [3.504, 0.491, -1.885], [4.015, 1.452, -1.903], [4.154, -0.641, -2.381], [5.147, -0.566, -2.837], [3.517, -1.887, -2.283], [4.035, -2.781, -2.633], [2.232, -1.987, -1.738], [1.754, -2.965, -1.629], [-1.277, 0.566, -1.659], [-0.816, 1.316, -2.752], [0.216, 1.207, -3.090], [-1.686, 2.206, -3.396], [-1.331, 2.761, -4.262], [-2.988, 2.400, -2.932], [-3.668, 3.077, -3.450], [-3.417, 1.722, -1.789], [-4.417, 1.901, -1.389], [-2.567, 0.813, -1.146], [-2.911, 0.298, -0.234], [-0.670, -1.062, 0.518], [-0.682, -2.340, -1.363], [1.313, -0.913, 2.336], [0.834, -2.056, 3.176], [-0.471, -1.682, 3.832], [-1.376, -1.057, 2.818], [1.914, -1.231, 1.570], [1.929, -0.308, 2.884], [0.718, -2.938, 2.541], [1.594, -2.280, 3.929], [-0.949, -2.566, 4.268], [-0.331, -0.931, 4.613], [-2.169, -0.569, 3.247], [-1.786, -1.770, 2.211]], "forces_ev_per_a": [[-0.93, 0.53, -0.06], [0.22, 0.28, 0.32], [0.54, 0.20, 0.57], [-0.08, -0.26, 0.34], [0.83, 0.82, -0.64], [-0.76, 0.48, -0.60], [-0.17, -0.21, -0.34], [-0.48, -0.30, 0.08], [0.31, -0.21, 0.09], [0.33, -0.16, -0.29], [0.67, -0.06, 1.48], [-0.93, -1.91, -1.91], [0.46, -0.04, 0.25], [0.07, 0.15, 0.14], [0.09, 0.12, 0.41], [0.99, 2.66, 2.70], [0.44, -0.28, -0.20], [0.25, -0.07, -0.26], [0.13, -0.26, -0.23], [0.21, 0.04, 0.07], [-0.11, -0.15, -0.03], [-0.41, -0.25, 0.11], [-0.42, -0.01, 0.25], [0.07, 0.04, 0.17], [-0.18, 0.23, 0.13], [0.07, 0.58, -0.18], [0.13, 0.25, -0.22], [-0.17, -0.22, -0.15], [-0.60, 0.04, 0.04], [-0.33, -0.07, -0.11], [0.20, 0.07, 0.15], [-0.08, -0.07, 0.14], [0.20, -0.21, 0.08], [0.24, -0.15, 0.14], [0.16, -0.20, 0.31], [0.29, -0.06, -0.15], [-0.13, 0.17, -0.45], [0.13, 0.16, -0.55], [0.06, 0.06, -0.07], [-0.97, -0.72, -1.13], [0.47, -0.34, -0.28], [0.65, 0.29, -0.33], [-0.87, 0.33, -0.10], [-0.55, -0.59, -0.35], [-0.26, -0.16, 0.18], [-0.35, -0.16, -0.07], [-0.03, 0.17, 0.00], [-0.20, -0.20, 0.01], [0.18, 0.15, 0.09], [0.11, -0.14, -0.04], [0.50, -0.32, 0.05], [0.06, -0.02, 0.41]], "multiplicity": 4, "energy_ev": -60464.4313, "homo_ev": [-8.04, -9.65], "orbital_gap_ev": [5.724, 7.145], "charge": 1}

***

{"formula": "C22H28ClGdN7", "method": "wB97M-V/def2-TZVPD", "species": ["Gd", "C", "C", "C", "C", "C", "C", "N", "C", "C", "C", "C", "C", "C", "N", "N", "C", "C", "C", "C", "C", "N", "H", "H", "H", "H", "H", "H", "H", "H", "H", "H", "H", "H", "H", "N", "C", "C", "N", "C", "C", "N", "H", "H", "H", "H", "H", "H", "H", "H", "H", "H", "H", "H", "H", "Cl", "C", "H", "H"], "xyz": [[-6.790, -12.498, -10.742], [-11.856, -14.119, -9.914], [-11.543, -13.131, -8.941], [-10.574, -12.236, -9.244], [-9.924, -12.146, -10.524], [-10.341, -13.066, -11.542], [-11.297, -14.038, -11.156], [-8.942, -11.163, -10.780], [-9.340, -9.887, -10.827], [-10.723, -9.495, -10.837], [-11.101, -8.166, -10.873], [-10.045, -7.165, -10.865], [-8.764, -7.498, -11.095], [-8.333, -8.846, -11.007], [-7.018, -8.933, -11.335], [-6.505, -10.163, -11.459], [-5.316, -10.167, -12.118], [-4.737, -9.170, -12.891], [-3.573, -9.382, -13.601], [-3.008, -10.665, -13.550], [-3.651, -11.603, -12.795], [-4.769, -11.462, -12.095], [-12.620, -14.847, -9.680], [-12.172, -13.033, -8.024], [-10.349, -11.379, -8.550], [-9.872, -13.161, -12.490], [-11.598, -14.696, -11.958], [-11.414, -10.277, -10.779], [-12.155, -7.791, -10.928], [-10.393, -6.204, -10.595], [-7.910, -6.833, -11.211], [-5.245, -8.201, -12.940], [-3.149, -8.711, -14.320], [-2.091, -10.885, -14.079], [-3.221, -12.630, -12.807], [-7.716, -12.779, -8.415], [-6.665, -12.894, -7.419], [-5.875, -11.540, -7.424], [-5.275, -11.305, -8.752], [-3.872, -11.603, -8.978], [-3.566, -13.071, -9.152], [-4.464, -13.707, -10.145], [-8.472, -13.459, -8.410], [-8.155, -11.827, -8.281], [-7.061, -12.998, -6.406], [-6.118, -13.808, -7.718], [-6.578, -10.739, -7.222], [-5.164, -11.628, -6.578], [-5.502, -10.333, -8.967], [-3.682, -11.049, -9.890], [-3.236, -11.122, -8.172], [-2.480, -13.324, -9.351], [-3.646, -13.587, -8.227], [-4.099, -13.499, -11.066], [-4.479, -14.732, -10.121], [-7.743, -15.531, -11.175], [-7.082, -14.219, -12.220], [-7.817, -14.147, -13.013], [-6.161, -14.632, -12.670]], "forces_ev_per_a": [[0.08, 1.65, 0.76], [-0.49, 0.83, 1.04], [-1.25, -1.21, -0.15], [1.32, 2.62, -0.36], [-1.43, -1.43, -0.79], [-0.04, 0.22, 3.36], [0.77, 0.31, -1.30], [-0.07, 0.10, 0.47], [1.12, -0.65, -0.43], [0.30, 1.93, 0.06], [1.09, -0.51, 0.17], [-1.39, -0.55, -0.10], [0.40, 0.31, 1.15], [0.79, -0.09, -1.11], [-1.16, -2.52, -0.05], [-1.14, 2.07, 0.60], [1.65, -2.53, -0.64], [-0.35, 1.57, -0.04], [-0.12, -1.73, -0.04], [0.03, 1.30, -0.02], [0.62, -2.37, 0.10], [-0.69, 2.55, -0.26], [0.05, -0.07, -0.15], [0.92, -0.27, -0.70], [-0.24, -0.99, -0.56], [0.19, 0.44, -0.76], [-0.14, -0.39, 0.18], [-1.13, -0.89, -0.12], [1.07, -0.75, 0.26], [0.14, 1.20, -0.49], [-0.56, 0.42, 0.12], [0.17, -0.42, 0.03], [0.00, 0.79, 0.13], [-0.12, -0.18, 0.00], [-0.31, 0.67, 0.11], [-0.96, 1.91, -0.33], [0.09, 0.25, 0.17], [0.50, -2.39, -0.16], [-1.28, 0.35, 0.61], [0.73, 1.41, 0.57], [1.12, -1.06, -0.37], [-0.16, -0.22, -0.25], [0.17, -0.07, 0.43], [0.21, -1.51, -0.36], [-0.01, -0.33, 0.02], [0.41, 0.65, 0.59], [-0.15, 0.13, 0.18], [0.02, 0.46, -0.53], [0.63, -0.32, -0.28], [0.57, -0.10, -0.21], [-0.39, -0.79, -0.73], [-0.95, 0.98, -0.31], [-0.75, -0.42, 1.04], [0.00, 0.10, -0.12], [0.16, 0.44, 0.48], [0.16, 0.15, 0.46], [0.09, -1.75, -1.37], [-0.02, 0.39, -0.21], [-0.25, 0.33, 0.23]], "multiplicity": 8, "energy_ev": -67050.0719, "homo_ev": [-10.05, -10.06], "orbital_gap_ev": [6.392, 6.278], "charge": 1}

***

{"formula": "C4H6FeO2", "method": "wB97M-V/def2-TZVPD", "species": ["C", "O", "H", "H", "C", "C", "C", "O", "Fe", "H", "H", "H", "H"], "xyz": [[1.054, 0.821, -0.491], [2.381, 0.670, -0.503], [0.753, 1.868, -0.476], [2.660, -0.215, -0.236], [-1.595, -0.280, 1.719], [-1.231, 0.068, 0.482], [0.109, -0.216, -0.082], [0.273, 0.087, -1.517], [0.541, -0.876, -3.037], [-0.923, -0.834, 2.378], [-1.891, 0.676, -0.142], [-2.667, -0.573, 1.746], [0.535, -1.195, 0.160]], "forces_ev_per_a": [[2.60, 2.05, 1.17], [-1.63, 0.05, -0.20], [0.01, -0.07, -0.07], [0.56, -0.21, 0.33], [-1.34, -3.26, 1.51], [1.25, 2.29, -2.87], [-0.51, -1.56, 0.57], [-1.21, -0.08, 0.04], [0.23, -0.89, -2.28], [-0.05, 0.82, 0.75], [-0.08, 0.01, 0.07], [0.17, 0.65, 0.78], [-0.01, 0.21, 0.19]], "multiplicity": 6, "energy_ev": -42685.6048, "relative_energy_ev": 0.000, "homo_ev": [-24.87, -25.34], "orbital_gap_ev": [9.061, 8.036], "charge": 3}

***

{"formula": "CH11N3O3", "method": "wB97M-V/def2-TZVPD", "species": ["N", "C", "N", "N", "H", "H", "H", "H", "H", "H", "H", "O", "H", "H", "O", "H", "H", "O"], "xyz": [[2.127, -0.388, 0.824], [1.894, 0.167, -0.476], [1.438, 1.469, -0.645], [0.877, -0.860, -1.046], [1.728, -1.343, 0.670], [1.548, 0.151, 1.518], [1.964, 1.898, -1.432], [2.809, -0.090, -1.134], [0.044, -0.913, -0.406], [-1.402, 0.976, 1.318], [-0.030, 1.564, 0.560], [-0.409, 0.985, 1.334], [-2.579, -2.122, -0.407], [0.580, -0.544, -1.988], [-1.845, -1.572, -0.130], [-3.541, 0.797, 0.237], [-2.352, -0.769, 0.321], [-2.851, 0.593, 0.882]], "forces_ev_per_a": [[-1.66, 0.51, 0.48], [3.09, -1.29, -1.78], [-0.05, -1.21, 0.39], [-1.09, 1.53, -0.96], [0.65, 0.97, 1.27], [0.52, -0.97, -0.44], [-0.65, -0.37, 0.14], [-1.08, 0.78, 0.90], [0.02, 0.25, -0.72], [-0.49, 0.21, -0.58], [-1.59, -1.38, 2.24], [2.13, 1.47, -1.66], [0.09, -0.35, -0.17], [-0.17, -0.42, 0.68], [-0.51, 0.77, 0.45], [0.26, 0.27, 0.23], [0.78, -0.26, -0.21], [-0.26, -0.52, -0.25]], "energy_ev": -11820.9774, "relative_energy_ev": 8.377, "homo_ev": -8.42, "orbital_gap_ev": 3.325}

***

{"formula": "C4H8N2O", "method": "wB97M-V/def2-TZVPD", "species": ["C", "C", "C", "N", "C", "O", "N", "H", "H", "H", "H", "H", "H", "H", "H"], "xyz": [[-1.239, -1.339, 0.847], [-0.294, -0.362, 0.219], [-0.378, 1.819, -0.869], [-0.752, 0.887, -0.010], [1.047, -0.800, -0.145], [1.379, -1.979, -0.068], [1.979, 0.165, -0.522], [-1.988, -1.710, 0.131], [-0.670, -2.202, 1.198], [-1.785, -0.905, 1.699], [-0.821, 2.801, -0.803], [0.295, 1.541, -1.665], [-1.534, 1.146, 0.591], [1.836, 1.114, -0.195], [2.925, -0.177, -0.409]], "forces_ev_per_a": [[-0.04, -0.06, 0.08], [-0.05, 0.00, -0.05], [0.02, 0.01, 0.00], [0.06, -0.04, -0.01], [0.01, -0.03, 0.07], [-0.08, 0.27, -0.05], [0.06, -0.07, 0.08], [0.12, 0.05, 0.12], [-0.10, 0.14, 0.00], [0.11, -0.02, -0.14], [-0.05, -0.14, 0.04], [0.03, 0.14, 0.13], [0.02, -0.08, -0.13], [-0.02, -0.16, -0.09], [-0.09, 0.01, -0.04]], "energy_ev": -9304.0359, "relative_energy_ev": 2.357, "homo_ev": -7.26, "orbital_gap_ev": 7.649}

***

{"formula": "C18H28EuNO5P2", "method": "wB97M-V/def2-TZVPD", "species": ["Eu", "P", "C", "C", "N", "C", "C", "C", "C", "C", "P", "H", "H", "H", "H", "H", "H", "H", "H", "O", "H", "H", "O", "H", "C", "H", "H", "H", "C", "H", "H", "H", "C", "H", "H", "H", "C", "H", "H", "H", "O", "C", "C", "C", "C", "C", "C", "C", "O", "O", "H", "H", "H", "H", "H"], "xyz": [[1.101, -0.841, -1.150], [-1.777, -2.256, 0.280], [-2.844, -2.043, -1.163], [-2.799, -0.847, -1.925], [-1.792, 0.135, -1.851], [-2.094, 1.367, -2.335], [-3.287, 1.647, -3.019], [-4.119, 0.588, -3.323], [-3.805, -0.690, -2.907], [-1.192, 2.609, -2.085], [0.603, 2.335, -1.717], [-4.429, -1.559, -3.109], [-3.501, 2.668, -3.300], [-5.038, 0.761, -3.857], [-1.263, 3.309, -2.934], [-1.574, 3.197, -1.222], [-0.196, -3.701, -3.375], [-3.201, -2.885, -1.717], [4.428, -0.980, -2.390], [0.222, -2.932, -2.871], [0.584, -2.301, -3.579], [2.204, -0.117, 0.682], [3.584, -0.452, -2.554], [3.881, 0.424, -2.882], [1.254, 2.421, -3.436], [1.105, 3.428, -3.852], [2.333, 2.201, -3.419], [0.739, 1.681, -4.066], [1.135, 4.011, -1.139], [2.123, 3.888, -0.666], [1.222, 4.727, -1.973], [0.431, 4.400, -0.387], [-3.258, -1.826, 1.285], [-3.923, -2.690, 1.221], [-3.082, -1.513, 2.321], [-3.755, -1.015, 0.739], [-1.561, -4.081, 0.544], [-1.012, -4.260, 1.485], [-2.535, -4.574, 0.599], [-0.967, -4.537, -0.260], [4.416, -0.656, 3.409], [3.300, -0.260, 4.094], [3.666, -0.222, 5.423], [2.674, 0.148, 6.353], [1.323, 0.487, 5.977], [0.995, 0.436, 4.590], [1.986, 0.088, 3.619], [1.691, 0.022, 2.224], [0.616, 0.267, 1.635], [2.750, -0.386, 1.437], [4.283, -0.731, 2.458], [4.743, -0.497, 5.635], [3.033, 0.148, 7.394], [0.603, 0.776, 6.810], [-0.024, 0.684, 4.250]], "forces_ev_per_a": [[-1.32, -0.23, -1.11], [0.09, 0.16, -0.12], [2.39, -0.03, -0.99], [0.97, 0.79, -1.64], [-1.17, 0.59, 0.91], [0.43, -0.06, 0.38], [0.42, -0.45, 0.37], [-0.20, -0.05, -0.44], [-0.34, -0.01, 1.07], [-0.08, -0.19, 0.28], [-0.11, 0.07, -0.37], [-0.06, 0.40, -0.06], [-0.13, -0.05, -0.07], [-0.07, 0.00, -0.33], [-0.04, -0.36, 0.15], [-0.05, -0.60, -0.32], [0.80, 1.43, 0.90], [-0.72, -0.48, 0.05], [-1.50, 0.96, -0.32], [0.05, 0.00, -1.68], [-0.72, -1.16, 0.93], [1.37, -0.14, -1.14], [1.31, -0.35, 0.39], [-0.18, -0.72, 0.22], [0.19, -0.08, -0.08], [0.01, -0.30, 0.04], [-0.34, 0.07, -0.18], [0.27, 0.15, 0.15], [0.05, -0.14, 0.23], [-0.36, 0.22, -0.15], [-0.11, -0.27, 0.33], [0.31, -0.14, -0.20], [-0.12, 0.18, 0.62], [-0.05, 0.12, 0.31], [0.02, -0.25, -0.20], [0.14, -0.02, 0.41], [-0.20, 0.11, -0.04], [-0.29, 0.22, -0.32], [0.12, -0.08, 0.01], [-0.17, 0.26, 0.12], [-0.75, 0.13, -0.79], [0.86, -0.16, -0.64], [-1.16, 0.47, 1.45], [0.45, -0.15, -0.29], [0.66, -0.25, -0.42], [0.43, 0.19, 1.35], [0.81, -0.39, 1.76], [-1.55, 0.04, -0.12], [1.98, -0.36, 0.80], [-1.32, 0.84, 0.47], [-0.20, 0.08, -0.03], [-1.66, 0.44, 0.13], [-0.73, 0.19, -0.37], [0.90, -0.45, -1.57], [0.68, -0.17, 0.14]], "multiplicity": 8, "energy_ev": -68743.2757, "relative_energy_ev": 9.702, "homo_ev": [-6.69, -9.52], "orbital_gap_ev": [4.208, 5.739], "charge": 1}